No. 1
{
  "formula": "C3H6N2O",
  "method": "ωB97M-V/def2-TZVPD",
  "total_energy_ha": -302.664545,
  "e_lumo_ev": 0.9,
  "gap_ev": 10.78,
  "de_lowest_ev": 0.777,
  "smiles": "O=C1NCCN1",
  "max_force_ev_per_a": 0.9,
  "species": ["O", "C", "N", "C", "C", "N", "H", "H", "H", "H", "H", "H"],
  "xyz": [[-2.014, 0.022, -1.428], [-0.926, -0.025, -0.914], [-0.289, -1.154, -0.370], [0.151, -0.546, 0.881], [0.906, 0.666, 0.351], [-0.067, 1.084, -0.668], [-0.886, -1.967, -0.284], [0.655, -1.219, 1.571], [-0.762, -0.099, 1.331], [1.014, 1.415, 1.141], [1.894, 0.431, -0.063], [0.325, 1.391, -1.548]],
  "forces_ev_per_angstrom": [[0.59, -0.06, -0.27], [-0.16, -0.23, -0.73], [-0.43, 0.07, 0.09], [-0.12, 0.22, 0.51], [0.07, -0.05, 0.14], [-0.10, -0.10, -0.17], [-0.19, 0.20, 0.03], [0.13, 0.10, -0.18], [0.53, -0.43, 0.65], [0.01, 0.02, -0.25], [-0.21, -0.12, 0.04], [-0.11, 0.38, 0.13]]
}

No. 2
{
  "formula": "C23H13BrCl5N4O5SV",
  "method": "ωB97M-V/def2-TZVPD",
  "total_energy_ha": -7696.539705,
  "multiplicity": 2,
  "e_lumo_ev": [-5.0, -4.3],
  "gap_ev": [6.34, 7.02],
  "max_force_ev_per_a": 0.7,
  "total_charge": 1,
  "species": ["V", "N", "C", "C", "C", "C", "C", "C", "S", "O", "O", "N", "C", "N", "C", "C", "C", "N", "H", "H", "H", "H", "H", "H", "H", "H", "H", "Cl", "C", "C", "Cl", "C", "Cl", "C", "O", "C", "Cl", "C", "Cl", "Br", "C", "C", "C", "C", "C", "C", "C", "O", "O", "H", "H", "H", "H"],
  "xyz": [[-0.221, 1.693, -0.503], [3.610, -4.293, 0.563], [3.348, -3.013, 0.204], [4.077, -1.950, 0.773], [3.801, -0.651, 0.428], [2.776, -0.392, -0.490], [2.056, -1.431, -1.080], [2.342, -2.729, -0.736], [2.411, 1.245, -0.848], [1.300, 1.294, -1.856], [3.569, 2.026, -1.071], [1.461, 1.868, 0.340], [1.074, 1.484, 1.612], [-0.274, 1.559, 1.600], [-0.936, 1.227, 2.704], [-0.220, 0.859, 3.830], [1.161, 0.800, 3.724], [1.832, 1.102, 2.603], [4.387, -4.508, 1.160], [3.159, -5.057, 0.095], [4.866, -2.164, 1.482], [4.366, 0.164, 0.860], [1.289, -1.215, -1.808], [1.790, -3.542, -1.193], [-2.015, 1.252, 2.670], [-0.723, 0.606, 4.751], [1.769, 0.490, 4.564], [-5.624, 6.363, -1.801], [-4.185, 5.489, -1.509], [-4.218, 4.094, -1.473], [-5.676, 3.228, -1.714], [-3.040, 3.409, -1.236], [-2.961, 1.684, -1.146], [-1.839, 4.071, -1.036], [-0.725, 3.347, -0.823], [-1.804, 5.460, -1.066], [-0.302, 6.244, -0.810], [-2.978, 6.169, -1.303], [-2.938, 7.876, -1.343], [-0.701, -3.138, 2.340], [-0.993, -3.423, 0.491], [-0.901, -4.719, 0.010], [-1.022, -4.958, -1.352], [-1.207, -3.904, -2.235], [-1.285, -2.610, -1.748], [-1.203, -2.361, -0.380], [-1.352, -0.957, 0.099], [-2.129, -0.622, 0.952], [-0.558, -0.091, -0.554], [-0.734, -5.532, 0.703], [-0.964, -5.973, -1.722], [-1.293, -4.092, -3.297], [-1.423, -1.778, -2.426]],
  "forces_ev_per_angstrom": [[0.02, 0.65, 0.01], [-0.01, 0.04, 0.02], [0.01, -0.03, -0.01], [0.01, 0.01, 0.02], [-0.05, -0.03, -0.04], [0.03, -0.01, -0.01], [0.02, -0.01, 0.02], [-0.02, -0.01, -0.01], [-0.02, -0.05, 0.07], [-0.04, 0.01, -0.10], [-0.01, 0.04, -0.01], [0.19, 0.08, 0.07], [-0.10, -0.10, 0.04], [-0.03, -0.04, 0.02], [0.02, 0.01, 0.07], [0.00, 0.01, -0.01], [0.04, -0.01, -0.01], [0.03, 0.01, -0.01], [0.00, -0.02, 0.00], [0.01, -0.01, -0.01], [0.00, 0.01, 0.00], [0.01, -0.01, 0.01], [0.01, 0.00, 0.01], [0.00, 0.01, 0.00], [-0.01, 0.01, -0.01], [0.00, 0.00, 0.00], [-0.01, 0.00, 0.01], [-0.01, 0.00, 0.00], [0.05, 0.02, 0.01], [-0.08, -0.04, -0.02], [0.04, 0.04, 0.01], [0.04, -0.18, 0.01], [-0.04, 0.08, 0.01], [-0.05, -0.03, -0.10], [-0.04, -0.24, 0.09], [0.24, 0.05, 0.02], [-0.07, -0.02, -0.01], [-0.06, -0.02, -0.01], [0.00, 0.00, 0.00], [-0.01, 0.02, -0.02], [0.05, 0.01, 0.04], [-0.01, -0.03, -0.04], [0.01, -0.01, 0.05], [0.00, 0.02, 0.01], [-0.03, -0.03, -0.02], [0.20, 0.04, -0.08], [-0.20, -0.06, 0.14], [0.00, 0.11, -0.02], [-0.12, -0.30, -0.18], [0.00, -0.01, -0.01], [0.00, 0.00, 0.01], [0.00, 0.01, 0.00], [0.00, -0.01, -0.01]]
}

No. 3
{
  "formula": "C2H5FO2",
  "method": "ωB97M-V/def2-TZVPD",
  "total_energy_ha": -329.461974,
  "e_lumo_ev": -0.4,
  "gap_ev": 10.31,
  "de_lowest_ev": 2.734,
  "max_force_ev_per_a": 3.1,
  "species": ["C", "C", "O", "O", "F", "H", "H", "H", "H", "H"],
  "xyz": [[0.702, -0.254, -0.492], [-0.409, 0.734, -0.054], [1.547, -0.537, 0.568], [-1.608, 0.774, -0.553], [-0.728, -0.440, 1.662], [0.361, -1.225, -0.903], [1.357, 0.119, -1.377], [-0.070, 1.615, 0.558], [0.994, -0.737, 1.299], [-2.145, -0.049, -0.708]],
  "forces_ev_per_angstrom": [[0.58, -0.29, -1.19], [0.47, -2.50, 1.78], [1.75, 0.97, -1.43], [-0.43, 0.28, 0.28], [0.24, 1.31, -1.80], [-0.91, 0.59, 0.16], [-1.19, 0.19, 1.50], [-0.61, -0.75, -0.95], [-1.45, -0.38, 1.51], [1.56, 0.59, 0.14]]
}

No. 4
{
  "formula": "C34H37N7ORbS",
  "method": "ωB97M-V/def2-TZVPD",
  "total_energy_ha": -2198.441211,
  "e_lumo_ev": -2.8,
  "gap_ev": 7.89,
  "de_lowest_ev": 1.450,
  "max_force_ev_per_a": 3.9,
  "total_charge": 1,
  "species": ["Rb", "N", "C", "N", "C", "N", "N", "C", "C", "C", "C", "C", "C", "N", "C", "C", "C", "C", "C", "C", "H", "H", "H", "H", "H", "H", "H", "H", "H", "H", "H", "C", "C", "C", "C", "C", "C", "C", "C", "C", "H", "H", "H", "H", "H", "H", "H", "H", "H", "H", "H", "H", "C", "C", "C", "N", "C", "S", "N", "C", "O", "C", "C", "C", "C", "C", "C", "H", "H", "H", "H", "H", "H", "H", "H", "H", "H", "H", "H", "H", "H"],
  "xyz": [[-22.769, -1.133, -3.829], [-19.822, -5.025, -5.186], [-20.611, -3.921, -5.090], [-21.367, -3.591, -4.124], [-21.526, -4.546, -3.136], [-22.451, -4.554, -2.277], [-23.247, -3.421, -2.298], [-24.159, -3.484, -1.446], [-25.140, -2.400, -1.262], [-26.099, -2.567, -0.326], [-27.111, -1.607, -0.259], [-27.153, -0.640, -1.287], [-26.065, -0.556, -2.130], [-25.051, -1.364, -2.117], [-20.561, -5.696, -3.032], [-20.548, -6.600, -1.926], [-19.673, -7.610, -1.949], [-18.795, -7.834, -2.996], [-18.781, -7.018, -4.144], [-19.685, -5.909, -4.101], [-19.142, -5.154, -5.933], [-20.511, -3.195, -5.904], [-24.248, -4.421, -0.839], [-26.200, -3.437, 0.290], [-27.955, -1.747, 0.364], [-27.892, 0.149, -1.255], [-26.186, 0.279, -2.838], [-21.211, -6.327, -1.080], [-19.777, -8.241, -1.073], [-18.147, -8.708, -2.927], [-18.221, -7.093, -5.060], [-25.502, -0.223, -6.695], [-24.764, -1.592, -6.632], [-23.692, -1.841, -7.520], [-23.000, -3.026, -7.537], [-22.065, -3.458, -8.636], [-23.419, -4.020, -6.536], [-24.407, -3.773, -5.611], [-24.891, -4.907, -4.742], [-25.201, -2.528, -5.671], [-24.810, 0.611, -6.964], [-26.177, -0.005, -5.863], [-26.145, -0.201, -7.624], [-23.464, -0.983, -8.214], [-21.465, -4.385, -8.416], [-21.336, -2.650, -8.721], [-22.674, -3.526, -9.520], [-22.939, -4.989, -6.599], [-25.976, -5.003, -4.776], [-24.680, -4.767, -3.713], [-24.469, -5.896, -5.170], [-26.010, -2.304, -4.952], [-17.572, -4.715, -0.066], [-17.999, -3.277, -0.441], [-18.669, -3.119, -1.785], [-18.661, -1.709, -2.206], [-18.720, -1.257, -3.464], [-19.539, 0.083, -3.996], [-18.091, -1.996, -4.472], [-17.036, -2.928, -4.486], [-17.036, -3.854, -5.265], [-16.011, -2.619, -3.458], [-15.874, -1.360, -3.021], [-14.847, -1.042, -2.074], [-13.974, -2.066, -1.630], [-14.238, -3.387, -2.001], [-15.229, -3.663, -2.939], [-17.110, -4.744, 0.965], [-16.854, -5.046, -0.854], [-18.458, -5.362, -0.095], [-17.108, -2.570, -0.452], [-18.615, -2.922, 0.443], [-19.725, -3.356, -1.723], [-18.187, -3.729, -2.507], [-19.169, -1.111, -1.581], [-18.443, -1.810, -5.382], [-16.488, -0.551, -3.340], [-14.868, -0.051, -1.641], [-13.173, -1.796, -0.919], [-13.707, -4.244, -1.541], [-15.340, -4.697, -3.214]],
  "forces_ev_per_angstrom": [[0.13, 0.48, -0.46], [0.12, -0.26, 0.12], [1.87, 0.10, -1.31], [-0.47, -0.32, 0.80], [1.61, -1.47, -0.31], [-0.92, 0.35, 1.13], [0.90, 0.03, -0.60], [-0.94, -0.81, 1.51], [1.70, -0.68, -1.03], [-1.94, 0.80, 0.74], [0.07, 0.27, -2.30], [0.12, -0.57, 2.56], [-1.59, 1.79, -0.48], [0.34, -0.73, -0.13], [-0.18, -0.02, -0.12], [-1.36, 3.37, -0.88], [0.01, -1.19, 1.28], [0.84, -0.28, -1.72], [-1.61, 1.19, 1.57], [-0.40, -0.58, 0.17], [-0.42, 0.58, 0.14], [0.02, -0.43, -0.01], [-0.08, 0.86, -0.28], [0.46, -0.35, 0.24], [-0.52, 0.09, 0.88], [-0.20, -0.20, -0.34], [0.97, -0.44, -0.07], [0.47, -0.65, -0.67], [0.77, -0.46, -0.24], [-0.06, 0.28, -0.19], [0.54, -0.60, 0.17], [0.19, -0.32, -2.23], [-1.27, 0.73, 1.47], [-0.13, 1.58, -0.39], [-1.38, -2.47, 1.88], [0.94, 0.45, 1.26], [0.57, 1.98, -1.55], [-2.21, 0.91, -0.31], [0.19, -1.51, -1.62], [2.68, -0.87, -0.86], [-0.29, -0.49, 0.86], [0.46, -0.05, 0.03], [0.34, -0.31, 0.93], [-0.06, -1.18, 0.52], [-0.99, 0.73, -0.23], [0.10, -0.03, -0.60], [0.21, -0.30, -0.66], [-0.03, -0.10, 0.23], [-0.10, 0.08, -0.29], [0.61, -0.13, 0.89], [-0.56, 1.50, 1.10], [0.51, -0.29, -0.59], [0.40, 0.46, -0.44], [1.07, 1.02, 1.95], [-0.61, 0.78, 0.84], [-0.13, 0.15, -0.36], [0.32, -0.99, -1.07], [-0.29, 0.54, 0.38], [-0.23, -0.37, 0.44], [-0.22, 0.06, 1.02], [0.16, 0.33, -0.04], [-0.02, -2.71, -0.99], [2.36, 2.09, 2.28], [-0.61, -1.52, -0.58], [-0.79, 1.25, 0.42], [0.09, -0.47, -0.10], [0.74, 0.42, 0.66], [-0.44, -0.02, -1.28], [-0.36, -0.14, 0.82], [0.31, -0.04, 0.10], [-0.77, -1.00, 0.07], [0.24, -0.04, -1.27], [-0.17, -0.61, -0.03], [0.30, -0.55, -0.69], [-0.05, 0.28, 0.24], [-0.45, 0.27, -0.62], [-0.30, 0.36, -0.34], [0.53, 0.07, -0.16], [-0.54, -0.37, -0.43], [-0.12, 0.80, -0.43], [-0.43, -0.10, -0.38]]
}

No. 5
{
  "formula": "C16H36AsF3N4O4Tl",
  "method": "ωB97M-V/def2-TZVPD",
  "total_energy_ha": -3859.239307,
  "e_lumo_ev": 2.7,
  "gap_ev": 8.26,
  "max_force_ev_per_a": 0.4,
  "total_charge": -1,
  "species": ["Tl", "N", "C", "C", "N", "C", "C", "N", "C", "C", "N", "H", "H", "H", "H", "H", "H", "H", "H", "H", "H", "H", "H", "H", "H", "H", "H", "H", "H", "C", "C", "As", "C", "C", "C", "C", "H", "H", "H", "H", "H", "H", "H", "H", "H", "H", "H", "H", "H", "H", "H", "F", "C", "F", "F", "C", "O", "O", "C", "C", "O", "O", "H", "H", "H"],
  "xyz": [[-0.493, 0.054, 0.403], [-2.831, -1.763, 2.299], [-2.309, -1.509, 3.639], [-1.335, -0.346, 3.816], [0.008, -0.485, 3.221], [0.810, 0.693, 3.608], [0.406, 2.005, 2.956], [0.690, 1.962, 1.520], [0.669, -1.706, 3.708], [0.560, -2.933, 2.801], [1.468, -2.975, 1.659], [-3.176, -0.895, 1.892], [-2.107, -2.104, 1.681], [-1.885, -2.435, 4.031], [-3.158, -1.270, 4.282], [-1.221, -0.176, 4.902], [-1.809, 0.537, 3.385], [1.847, 0.503, 3.325], [0.768, 0.818, 4.701], [0.980, 2.789, 3.460], [-0.652, 2.229, 3.106], [1.658, 1.658, 1.364], [0.547, 2.866, 1.090], [0.283, -1.952, 4.710], [1.734, -1.499, 3.824], [-0.461, -3.046, 2.435], [0.767, -3.809, 3.420], [1.361, -2.178, 1.039], [2.429, -2.928, 1.978], [1.337, 1.722, -5.693], [1.062, 0.281, -5.256], [0.748, 0.169, -3.299], [-1.226, 0.401, -3.352], [-1.649, 1.833, -3.017], [0.783, -1.796, -3.142], [-0.067, -2.578, -4.139], [1.574, 1.781, -6.758], [2.175, 2.145, -5.135], [0.470, 2.363, -5.509], [1.919, -0.356, -5.490], [0.199, -0.123, -5.789], [-1.661, -0.297, -2.634], [-1.589, 0.117, -4.341], [-1.256, 2.150, -2.050], [-2.736, 1.931, -2.976], [-1.276, 2.541, -3.761], [0.473, -2.009, -2.118], [1.831, -2.094, -3.207], [-1.129, -2.345, -4.031], [0.049, -3.655, -3.984], [0.217, -2.362, -5.171], [-3.682, 4.226, -0.277], [-3.020, 3.518, 0.644], [-3.054, 4.228, 1.796], [-1.724, 3.494, 0.250], [-3.616, 2.094, 0.868], [-4.812, 1.996, 0.617], [-2.784, 1.261, 1.325], [4.406, -0.653, -0.026], [3.114, -0.052, 0.526], [3.197, 0.769, 1.470], [2.054, -0.412, -0.059], [5.254, -0.408, 0.610], [4.574, -0.250, -1.028], [4.298, -1.735, -0.120]],
  "forces_ev_per_angstrom": [[-0.04, -0.06, -0.08], [-0.01, 0.10, 0.15], [-0.03, -0.02, -0.22], [0.03, 0.02, -0.11], [-0.10, 0.05, 0.03], [0.03, -0.10, -0.07], [0.00, -0.05, -0.06], [-0.24, 0.05, 0.01], [-0.03, 0.04, 0.00], [0.10, 0.10, -0.13], [-0.06, -0.05, 0.07], [0.03, 0.02, 0.00], [0.05, 0.00, -0.03], [0.00, -0.02, 0.03], [-0.06, -0.03, 0.03], [0.02, 0.00, 0.02], [-0.01, 0.02, 0.02], [-0.06, -0.02, 0.01], [0.00, 0.02, 0.08], [0.03, 0.06, 0.03], [0.00, 0.01, -0.03], [0.12, 0.01, 0.15], [-0.17, 0.02, -0.03], [0.04, 0.00, 0.00], [0.05, 0.06, 0.03], [0.02, -0.03, -0.01], [-0.03, -0.08, 0.01], [-0.07, 0.09, -0.02], [0.02, -0.02, 0.05], [-0.06, -0.08, 0.03], [0.04, 0.17, 0.01], [-0.19, -0.03, -0.11], [0.03, 0.18, 0.00], [0.05, -0.09, -0.02], [-0.05, -0.03, 0.00], [0.02, -0.02, 0.03], [-0.01, 0.02, 0.00], [-0.01, -0.01, -0.02], [0.04, -0.04, -0.02], [0.02, 0.00, 0.03], [0.01, -0.01, 0.00], [0.04, -0.01, 0.05], [-0.01, -0.04, -0.01], [0.00, -0.02, 0.02], [0.00, 0.00, -0.01], [-0.01, 0.00, 0.00], [0.03, 0.00, 0.03], [0.02, 0.03, 0.00], [0.04, 0.01, -0.01], [-0.02, 0.05, -0.01], [-0.01, -0.02, 0.02], [0.00, 0.12, -0.03], [0.07, -0.12, 0.00], [0.03, 0.06, 0.00], [0.04, 0.05, 0.00], [0.06, -0.30, 0.17], [0.14, -0.12, 0.04], [-0.25, 0.27, -0.10], [-0.02, 0.00, 0.07], [0.09, 0.19, -0.13], [0.18, -0.27, -0.20], [0.02, -0.10, 0.19], [0.02, -0.01, -0.01], [-0.02, -0.03, 0.05], [0.01, 0.00, -0.02]]
}

No. 6
{
  "formula": "C2H3O2S2",
  "method": "ωB97M-V/def2-TZVPD",
  "total_energy_ha": -1024.891600,
  "e_lumo_ev": 3.4,
  "gap_ev": 7.05,
  "de_lowest_ev": 1.159,
  "max_force_ev_per_a": 2.6,
  "total_charge": -1,
  "species": ["C", "C", "O", "O", "S", "S", "H", "H", "H"],
  "xyz": [[-1.078, 0.764, -2.797], [-0.841, -1.074, 0.778], [-1.480, -0.306, -2.607], [-1.133, 1.826, -3.254], [0.576, 0.861, -1.003], [-1.557, -0.235, 2.001], [-0.237, 1.911, -0.861], [-1.530, -1.092, -0.061], [0.228, -1.351, 0.633]],
  "forces_ev_per_angstrom": [[-0.04, -0.18, 0.84], [-0.51, 1.86, -0.04], [-0.79, -2.50, -0.09], [0.40, 2.23, -1.08], [0.43, 0.20, -0.14], [0.88, -0.90, 0.09], [0.07, 0.15, 0.36], [0.64, -0.83, -0.46], [-1.07, -0.04, 0.52]]
}

No. 7
{
  "formula": "C5H6N",
  "method": "ωB97M-V/def2-TZVPD",
  "total_energy_ha": -248.355448,
  "e_lumo_ev": [-7.0, -7.0],
  "gap_ev": [8.41, 8.41],
  "de_lowest_ev": 7.082,
  "max_force_ev_per_a": 4.5,
  "total_charge": 1,
  "species": ["C", "C", "C", "C", "C", "N", "H", "H", "H", "H", "H", "H"],
  "xyz": [[0.803, 0.812, -0.943], [1.454, 0.599, 0.373], [-0.767, -0.173, 0.390], [0.360, -0.660, -0.594], [0.117, 1.082, 0.483], [1.479, -0.766, 0.419], [0.563, 1.422, -1.752], [-1.660, 0.359, -0.082], [-1.175, -0.972, 0.996], [0.075, -1.527, -1.274], [-0.399, 2.007, 0.687], [1.776, -1.409, 1.136]],
  "forces_ev_per_angstrom": [[0.23, -2.93, 3.38], [0.20, -0.17, -1.89], [-1.26, 2.14, -2.09], [-0.25, -2.84, -1.67], [-1.87, 1.26, 3.04], [0.87, 0.97, -1.89], [-0.09, 1.02, -1.10], [0.72, -1.32, 0.07], [0.44, 0.33, 0.94], [1.15, 1.05, 0.64], [0.71, 0.48, 0.08], [-0.86, 0.00, 0.48]]
}

No. 8
{
  "formula": "C3H8O2",
  "method": "ωB97M-V/def2-TZVPD",
  "total_energy_ha": -269.522621,
  "e_lumo_ev": 0.8,
  "gap_ev": 9.91,
  "de_lowest_ev": 1.966,
  "smiles": "C=CO.CO",
  "max_force_ev_per_a": 2.3,
  "species": ["C", "O", "H", "H", "H", "H", "C", "C", "O", "H", "H", "H", "H"],
  "xyz": [[-2.382, 0.924, -0.613], [-1.311, 1.696, -1.164], [-2.574, 1.294, 0.394], [-3.301, 1.019, -1.189], [-2.059, -0.116, -0.607], [-1.183, 1.498, -2.083], [2.715, -1.107, 1.186], [1.443, -1.077, 0.761], [1.175, -0.468, -0.433], [2.968, -1.735, 2.018], [3.397, -0.417, 0.701], [0.692, -1.624, 1.325], [0.419, 0.113, -0.296]],
  "forces_ev_per_angstrom": [[0.48, 0.06, -0.46], [-0.09, 0.41, 0.99], [0.17, -0.11, -0.07], [-0.07, 0.02, -0.09], [-0.35, -0.24, 0.30], [-0.08, -0.27, -0.61], [-1.47, 0.52, -0.48], [2.19, -0.52, 0.48], [-0.72, 0.25, 0.45], [0.31, 0.08, 0.32], [0.35, -0.50, 0.05], [-0.46, 0.08, -0.49], [-0.27, 0.23, -0.39]]
}

What is the formula in the second record? C23H13BrCl5N4O5SV